[1]
Computed, not measured: a 2-piece molecular cluster, C3H3O2S overall in a non-equilibrium geometry, with ωB97M-V/def2-TZVPD.

Geometry as XYZ:
```
9
Properties=species:S:1:pos:R:3
C -1.007 0.449 1.028
C 2.358 0.316 -0.278
C -1.568 -0.379 -0.020
O 0.146 0.960 0.959
O 2.760 1.424 -0.292
S 2.620 -1.217 -0.734
H -0.866 -0.710 -0.814
H -2.102 -1.201 0.542
H -2.341 0.358 -0.392
```

Total charge = -1
Lowest unoccupied orbital energy (alpha / beta) = 3.2 / 3.2 eV



[2]
Computed, not measured: an isolated ion of composition C3H3O2S and charge +1 in a non-equilibrium geometry, with ωB97M-V/def2-TZVPD.

Geometry as XYZ:
```
9
Properties=species:S:1:pos:R:3
C -0.126 -0.332 -0.301
C 0.908 2.358 -0.188
C 0.295 -0.710 1.020
O 0.459 0.082 1.892
O 0.212 -2.018 1.177
S -0.182 1.375 -0.672
H -0.751 -0.863 -1.060
H 1.477 3.140 0.136
H 0.462 -2.752 0.506
```

Total charge = +1
Lowest unoccupied orbital energy (alpha / beta) = -7.6 / -8.3 eV



[3]
Computed, not measured: C3H3O2Sc as an isolated structure in a non-equilibrium geometry, with ωB97M-V/def2-TZVPD.

Geometry as XYZ:
```
9
Properties=species:S:1:pos:R:3
C -0.880 -0.020 -0.228
C -0.760 -1.312 0.088
H -1.641 -1.926 0.276
H -1.823 0.511 -0.081
H 0.210 -1.709 0.392
O 1.437 0.295 -0.611
C 0.302 0.865 -0.409
O 0.325 2.008 0.109
Sc 2.830 1.288 0.463
```

Total charge = +2
Lowest unoccupied orbital energy (alpha / beta) = -13.4 / -13.4 eV



[4]
Computed, not measured: C3H3O2Sn as an isolated structure in a non-equilibrium geometry, with ωB97M-V/def2-TZVPD.

Geometry as XYZ:
```
9
Properties=species:S:1:pos:R:3
C -3.287 0.168 0.277
C -2.121 -0.464 0.172
H -3.348 1.252 0.380
H -1.993 -1.500 -0.144
H -4.205 -0.391 0.099
O -0.855 0.419 0.008
C -0.320 -0.096 1.025
O -0.439 0.209 2.197
Sn 0.132 -0.134 3.852
```

Total charge = +2
Lowest unoccupied orbital energy (alpha / beta) = -11.5 / -11.4 eV
Multiplicity = 2



[5]
Computed, not measured: C3H3O2Yb as an isolated structure in a non-equilibrium geometry, with ωB97M-V/def2-TZVPD.

Geometry as XYZ:
```
9
Properties=species:S:1:pos:R:3
O -0.483 0.610 -2.233
C -1.076 0.686 -1.277
H -1.981 -0.428 -0.340
C -1.372 0.519 0.126
H -0.708 1.177 0.712
H -2.304 1.035 0.413
C 1.067 -0.761 0.713
Yb 4.683 -1.829 1.100
O 2.173 -1.008 0.787
```

Total charge = +4
Lowest unoccupied orbital energy (alpha / beta) = -18.1 / -24.2 eV
Multiplicity = 2



[6]
Computed, not measured: a single C3H3O3P molecule in a non-equilibrium geometry, with ωB97M-V/def2-TZVPD.

Geometry as XYZ:
```
10
Properties=species:S:1:pos:R:3
C -0.816 1.196 0.539
C 0.085 0.082 0.292
C -2.093 1.476 0.429
O -3.210 1.753 0.189
O -0.177 -0.954 -0.319
O 2.514 -1.833 0.139
P 1.305 -2.386 -0.527
H -0.225 2.061 0.720
H 1.064 0.414 0.467
H 1.553 -1.810 -1.929
```

Lowest unoccupied orbital energy = -0.9 eV



[7]
Computed, not measured: C3H3O3P as an isolated structure in a non-equilibrium geometry, with ωB97M-V/def2-TZVPD.

Geometry as XYZ:
```
10
Properties=species:S:1:pos:R:3
C 1.791 0.665 0.133
C 0.973 -0.139 -0.520
C -0.401 -0.103 -0.203
O -0.883 0.502 0.753
O -1.283 -0.797 -0.911
O -3.090 -1.250 0.985
P -2.741 -0.242 0.033
H 2.847 0.851 0.000
H 1.388 1.304 0.967
H 1.398 -0.790 -1.238
```

Lowest unoccupied orbital energy = -0.4 eV



[8]
Computed, not measured: C3H3O3Pb as an isolated structure in a non-equilibrium geometry, with ωB97M-V/def2-TZVPD.

Geometry as XYZ:
```
10
Properties=species:S:1:pos:R:3
O -0.740 -0.451 0.488
Pb -3.982 1.208 -1.104
O -1.891 0.961 -0.850
C -0.945 0.436 -0.360
O 0.621 0.920 -0.804
C 1.437 0.354 -0.089
H 2.388 -0.447 -0.121
C 0.925 -0.729 0.736
H 1.097 -0.522 1.806
H 1.088 -1.729 0.299
```

Total charge = +3
Lowest unoccupied orbital energy = -15.0 eV